Version one
{"formula": "C7H11NO", "method": "ωB97M-V/def2-TZVPD", "mol_weight_g_mol": 125.2, "lumo_energy_ev": 0.82, "homo_energy_ev": -7.392, "smiles": "COC1=CC=CC[C@H]1N", "homo_lumo_gap_ev": 8.212, "species": ["C", "C", "C", "C", "C", "C", "C", "H", "H", "H", "H", "H", "H", "H", "H", "H", "H", "H", "N", "O"], "positions_angstrom": [[-2.92, -0.33, 0.08], [-0.60, 0.12, 0.11], [-0.26, -1.22, -0.30], [1.09, -1.72, -0.36], [2.17, -0.91, 0.06], [1.88, 0.40, 0.74], [0.51, 1.11, 0.26], [-3.82, 0.25, 0.16], [-2.80, -0.95, -0.87], [-3.06, -1.07, 0.96], [-1.05, -1.86, -0.68], [1.34, -2.73, -0.57], [3.17, -1.15, -0.14], [2.77, 1.06, 0.54], [1.73, 0.40, 1.76], [0.19, 1.64, 1.16], [0.82, 1.60, -1.67], [-0.09, 2.69, -0.78], [0.78, 2.14, -0.76], [-1.84, 0.56, 0.28]]}

Version two
{"formula": "C7H11NO", "method": "ωB97M-V/def2-TZVPD", "mol_weight_g_mol": 125.2, "lumo_energy_ev": -0.08, "homo_energy_ev": -7.719, "homo_lumo_gap_ev": 7.644, "species": ["N", "C", "C", "C", "C", "C", "C", "C", "H", "H", "H", "H", "H", "H", "H", "H", "H", "O", "H", "H"], "positions_angstrom": [[2.39, 1.80, 0.51], [2.47, 0.73, -0.03], [2.07, -0.30, -0.85], [1.31, -1.51, -0.36], [0.19, -0.72, -0.95], [-0.84, -0.17, -0.17], [-2.31, -0.30, -0.31], [-1.62, -0.81, 0.94], [2.61, -0.37, -1.80], [1.57, -2.42, -0.91], [1.27, -1.58, 0.74], [-0.03, -0.89, -2.01], [1.11, 2.35, 0.73], [-2.91, 0.61, -0.24], [-2.70, -1.04, -1.01], [-1.55, -1.89, 1.08], [-1.74, -0.24, 1.86], [-0.26, 2.64, 0.75], [-0.58, 1.35, 0.34], [-0.45, 2.74, 1.69]]}

Version three
{"formula": "C7H11NO", "method": "ωB97M-V/def2-TZVPD", "mol_weight_g_mol": 125.2, "lumo_energy_ev": 0.80, "homo_energy_ev": -8.959, "smiles": "C[C@@H]1[C@H]2N[C@@H]1C[C@H]1O[C@@H]21", "homo_lumo_gap_ev": 9.757, "species": ["C", "C", "C", "C", "C", "C", "C", "H", "H", "H", "H", "H", "H", "H", "H", "H", "H", "H", "N", "O"], "positions_angstrom": [[1.68, -1.26, -0.38], [1.07, -0.12, 0.32], [0.33, 1.10, -0.53], [-1.01, 0.78, -1.17], [-1.77, -0.21, -0.29], [-1.18, -0.70, 0.91], [-0.15, 0.25, 1.36], [1.03, -1.73, -1.24], [2.51, -0.71, -0.79], [1.79, -2.17, 0.41], [2.02, 0.54, 0.47], [1.16, 1.57, -1.31], [-1.78, 1.59, -1.28], [-0.75, 0.30, -2.26], [-2.89, -0.53, -0.43], [-1.81, -1.08, 1.80], [0.05, 0.32, 2.53], [0.92, 1.99, 1.12], [-0.14, 1.61, 0.78], [-1.07, -1.55, -0.02]]}

Which of them is most stable, and which least? Most stable: version one; least stable: version three.

Version one
{"formula": "C7H11NO", "method": "ωB97M-V/def2-TZVPD", "mol_weight_g_mol": 125.2, "lumo_energy_ev": 0.73, "homo_energy_ev": -8.550, "smiles": "C=N/C=C\\C(=C)[C@H](C)O", "homo_lumo_gap_ev": 9.281, "species": ["C", "C", "C", "C", "C", "C", "C", "O", "N", "H", "H", "H", "H", "H", "H", "H", "H", "H", "H", "H"], "positions_angstrom": [[-0.82, 1.14, -0.51], [-1.32, 1.20, 0.89], [0.80, 0.52, -0.56], [0.97, -0.78, 1.53], [1.36, 0.26, 0.73], [-0.20, -2.34, 0.22], [1.32, 0.26, -1.75], [-1.65, 0.31, -1.27], [0.70, -2.06, 1.05], [-1.25, 0.16, -2.14], [-0.70, 2.13, -0.98], [1.38, -0.82, 2.53], [1.82, 1.11, 1.22], [-2.41, 1.21, 0.92], [-0.93, 2.07, 1.41], [-0.87, 0.31, 1.48], [-0.99, -1.65, -0.11], [-0.28, -3.37, -0.11], [0.83, 0.58, -2.67], [2.26, -0.25, -1.87]]}

Version two
{"formula": "C7H11NO", "method": "ωB97M-V/def2-TZVPD", "mol_weight_g_mol": 125.2, "lumo_energy_ev": 0.90, "homo_energy_ev": -8.898, "smiles": "O=C[C@@]12CCNC[C@H]1C2", "homo_lumo_gap_ev": 9.803, "species": ["C", "C", "C", "C", "C", "C", "C", "H", "H", "H", "H", "H", "H", "H", "H", "H", "H", "H", "N", "O"], "positions_angstrom": [[-0.18, -0.95, -1.28], [0.69, 0.13, -0.55], [0.03, 1.48, -0.55], [-0.80, 1.45, 0.77], [-0.20, -0.89, 1.51], [1.02, -0.27, 0.85], [2.00, -0.52, -0.23], [0.09, -1.96, -0.86], [0.73, 2.36, -0.57], [-0.59, 1.54, -1.42], [-0.16, 1.88, 1.58], [-1.69, 2.09, 0.67], [-1.86, -0.20, 0.48], [-0.53, -1.85, 1.11], [-0.03, -1.04, 2.60], [1.42, 0.50, 1.51], [2.87, 0.06, -0.22], [2.15, -1.51, -0.68], [-1.28, 0.16, 1.22], [-1.11, -0.69, -1.98]]}

Which of them is most stable, and which least? Most stable: version two; least stable: version one.